The following is a quantum chemistry calculation of a structure of composition C43H39Cl5FeN8O3S at a distorted geometry, from OMol25.

Element x y z (Å)
H 1.3427 2.0364 -1.7416
C 1.7875 2.0520 -5.1114
C -2.0150 2.7084 -2.2409
N 0.6589 -1.3063 -0.9964
H 0.4929 -1.8183 -0.1177
H 5.8370 -0.7539 2.3503
Cl 7.1732 1.5403 3.0213
C 5.3093 2.5739 4.6160
H -1.6101 -0.9658 1.9681
H 5.5849 0.9102 0.6412
C -3.1330 -4.4059 -4.5465
C -2.8346 4.5284 -0.8814
Cl -3.6001 -5.3084 -5.9531
C -5.5319 -1.1029 -0.2726
H -3.3440 3.9566 1.1052
C 3.0429 1.7628 4.7281
H -3.1838 0.3987 0.8570
H 1.6439 -1.1216 -1.0094
C -3.2854 -3.8932 -2.2042
H -0.7335 -0.1413 3.3850
C 4.8428 -0.3544 2.2255
C -2.3716 4.0373 -2.0873
C 1.9159 2.4974 -3.7678
H 2.0266 1.8445 5.1286
C 3.4125 2.5437 0.8826
H -3.5854 1.8008 1.8594
C 3.3457 -5.7453 2.1090
Cl 3.6218 3.9283 6.2031
H -7.5129 -0.1973 -0.0836
H 2.5787 0.1607 3.4274
C -1.9401 -2.4811 -3.6292
C 4.0309 -4.7171 2.6818
H -3.5635 -4.1878 -1.2028
H -1.9508 -3.0554 -5.7194
C 3.8423 -2.2768 3.3557
H -1.6187 2.4219 -3.2211
N -4.2665 -0.4361 -2.2072
H 6.0780 3.2891 4.9051
O -3.1710 -1.8342 0.8128
C -6.6137 -0.3508 -0.6886
C 3.2451 -3.5491 2.8190
C -1.4478 2.2967 3.0233
C -6.5119 0.2964 -1.9122
Cl 0.6271 -2.6418 2.2830
C 3.3674 0.7941 3.8236
C 1.9708 -3.7418 2.3085
H -2.2630 4.7246 -2.9223
C -3.6256 -4.6767 -3.2681
O -0.7019 -1.1086 -5.8675
H -0.5300 2.1421 3.5447
C 0.2857 0.3991 -4.3452
H -7.3313 0.9196 -2.2293
N -2.1093 -2.0157 -1.2366
C -2.6506 2.2712 -0.0232
C -5.2931 0.2571 -2.6329
Fe -1.1914 -0.0757 -1.8533
C -4.3797 -1.1194 -1.0676
Cl -4.5213 -6.1710 -2.9979
H 2.5719 3.3263 -3.5314
H 2.1239 -0.3913 1.0556
C -2.5082 -2.7558 -2.3870
H 5.0478 -4.7901 2.9979
H -2.5043 -0.2183 3.2672
C 0.9349 0.9907 -5.4016
H 0.7969 0.6071 -6.3870
C 4.6287 0.6599 3.2983
S 1.7614 -5.3227 1.7189
C 2.2376 0.6826 0.9868
H -5.5081 -1.6258 0.6645
C -2.1209 1.7646 -1.2007
N 0.4103 0.8182 -3.0962
H 1.6209 3.7876 1.0665
H -0.7610 1.2201 1.4209
H -5.1301 0.8063 -3.5500
N -1.1346 -1.3229 -3.6026
C -3.1440 -1.7530 -0.4308
C 5.5835 1.5915 3.6951
C -2.2869 -3.2982 -4.7287
H 3.2303 -1.7964 4.0890
H 4.3091 3.1464 0.7856
H 4.6269 -0.4185 0.0437
H 0.4023 -1.9599 -1.7307
H -2.2831 2.2446 3.7118
C -2.8715 1.3665 1.1816
C 4.0422 2.6293 5.1750
H 2.3606 2.5297 -5.9266
C 2.0849 2.8274 0.9853
H 3.7259 -6.7073 1.8612
N 1.3427 1.6663 1.0515
H 4.7997 -2.4920 3.8237
C 4.6953 0.3169 0.8382
C -2.9513 3.6017 0.1632
C 1.2230 1.8287 -2.7955
C -0.6049 -0.7905 -4.6982
N 3.5044 1.1850 0.8702
N -1.6124 1.1951 2.0207
O 3.9089 -1.4088 2.2064
H -1.5055 3.2625 2.5477
C -1.5784 -0.1301 2.6902
H -3.1107 5.5877 -0.7762

Forces on atoms 1 to 2 (eV/Å):
H -0.170 0.275 0.117
C 0.071 0.373 0.247

Results
LUMO energy (spin up / spin down) (eV): 0.01 / 0.01
Orbital gap (spin up / spin down) (eV): 6.43 / 6.50
Spin multiplicity: 5
Maximum force (eV/A): 1.79
Charge: 0
Expectation value of S²: 6.011
HOMO level (spin up / spin down) (eV): -6.42 / -6.50
Energy above the lowest of the compared OMol25 structures with the same formula, charge and spin (kcal/mol): 0.0